Record 1
Entry from OMol25: a 2-piece molecular cluster, C5H14O2 overall at a distorted geometry (ωB97M-V/def2-TZVPD).

Calculated values
⟨S²⟩: 0.750
charge: -1
spin multiplicity: 2
strongest force on any atom: 1.7 eV/A
total energy: -349.32031 a.u.

Atoms and positions in Å:
C -0.212 1.604 0.416
O -1.432 2.371 0.271
C 0.354 1.105 -0.888
C -0.536 0.088 -1.661
C -0.949 -1.164 -0.881
C 0.164 -1.867 -0.102
H 0.515 2.089 1.071
H -0.559 0.709 0.939
H -1.307 3.159 0.812
H 0.775 1.838 -1.582
H 1.225 0.491 -0.640
H -1.432 0.578 -2.057
H 0.019 -0.235 -2.559
H -1.696 -0.835 -0.145
H -1.469 -1.859 -1.550
H -0.227 -2.670 0.530
H 0.785 -1.198 0.468
H 0.865 -2.362 -0.790
H 1.666 0.037 2.448
H 2.008 -0.955 3.353
O 1.443 -0.923 2.548

=====

Record 2
Entry from OMol25: a 3-piece molecular cluster, C5H14O2 overall at a distorted geometry (ωB97M-V/def2-TZVPD).

Calculated values
spin multiplicity: 1
strongest force on any atom: 2.6 eV/A
total energy: -349.33986 a.u.
SMILES: CC=C(C)C.O.O

Atoms and positions in Å:
C -0.747 3.012 -1.285
C -1.234 1.598 -1.035
C -1.087 1.024 0.156
C -1.752 -0.341 0.403
C -0.342 1.546 1.339
H 0.284 3.016 -1.654
H -1.369 3.458 -2.061
H -0.774 3.559 -0.348
H -1.626 0.952 -1.810
H -1.340 -0.776 1.308
H -1.706 -0.972 -0.479
H -2.815 -0.149 0.578
H 0.056 0.716 1.919
H -0.889 2.193 2.025
H 0.593 2.074 1.108
O 0.864 -4.130 -0.439
H 1.632 -4.009 0.142
H 1.008 -3.647 -1.280
O 3.201 -1.488 0.667
H 2.408 -2.058 0.650
H 3.038 -0.571 0.645

=====

Record 3
Entry from OMol25: a 2-piece molecular cluster, C5H14O2S overall at a distorted geometry (ωB97M-V/def2-TZVPD).

Calculated values
spin multiplicity: 1
strongest force on any atom: 4.5 eV/A
total energy: -747.48626 a.u.
SMILES: CSCCCCO.O

Atoms and positions in Å:
C -0.801 -2.744 -1.354
S -1.801 -1.432 -0.589
C -0.932 -0.797 0.841
C 0.025 0.400 0.522
C -0.738 1.688 0.149
C 0.309 2.801 0.221
O 1.378 2.726 1.170
H -0.357 -3.318 -0.576
H -1.382 -3.440 -1.910
H -0.234 -2.126 -2.117
H -1.635 -0.342 1.684
H -0.391 -1.562 1.298
H 0.638 0.700 1.376
H 0.745 0.372 -0.251
H -1.572 1.924 0.731
H -0.971 1.546 -1.028
H 0.975 2.941 -0.643
H -0.087 3.836 0.488
H 1.042 2.952 2.014
O 1.917 -1.829 -1.033
H 2.524 -2.517 -0.712
H 1.349 -1.778 -0.283

=====

Record 4
Entry from OMol25: a 2-piece molecular cluster, C5H14O2Si overall at a distorted geometry (ωB97M-V/def2-TZVPD).

Calculated values
spin multiplicity: 1
strongest force on any atom: 3.6 eV/A
total energy: -638.85521 a.u.

Atoms and positions in Å:
C 1.889 1.183 0.821
C 0.392 -1.456 1.019
C 0.676 -1.166 -1.501
C 0.569 0.953 0.045
C 0.433 -0.554 -0.141
O -2.551 1.544 0.454
O -1.633 -0.869 -0.057
Si -2.928 -0.028 0.211
H 1.746 0.818 1.908
H 2.250 2.184 0.818
H 2.603 0.574 0.316
H -0.234 -2.260 0.766
H 1.428 -1.773 1.335
H -0.011 -0.833 1.829
H 0.783 -0.447 -2.267
H 1.596 -1.811 -1.540
H -0.242 -1.790 -1.566
H 0.528 1.347 -0.998
H -0.195 1.443 0.630
H -3.144 2.150 0.760
H -3.971 -0.162 -0.778
H -3.500 -0.707 1.372

=====

Record 5
Entry from OMol25: a 4-piece molecular cluster, C5H14O3 overall at a distorted geometry (ωB97M-V/def2-TZVPD).

Calculated values
spin multiplicity: 1
strongest force on any atom: 4.9 eV/A
total energy: -424.55870 a.u.
SMILES: C=C/C=C/C.O.O.O

Atoms and positions in Å:
C 2.506 -0.032 -0.166
C 1.403 -0.647 0.365
C -0.026 -0.337 0.247
C -0.983 -1.116 0.857
C -2.419 -0.819 0.505
H 3.459 -0.539 0.035
H 2.385 0.870 -0.777
H 1.498 -1.337 1.199
H -0.439 0.544 -0.309
H -0.806 -1.989 1.469
H -2.873 -0.356 1.407
H -3.078 -1.668 0.301
H -2.420 -0.039 -0.251
O -1.049 -2.711 -2.143
H -0.511 -2.297 -2.789
H -0.718 -2.355 -1.306
O 0.914 2.461 1.561
H 1.619 1.860 1.690
H 0.217 1.939 1.753
O 0.554 2.550 -1.475
H -0.011 3.360 -1.678
H 0.778 2.658 -0.495

=====

Record 6
Entry from OMol25: a 4-piece molecular cluster, C5H14O3 overall at a distorted geometry (ωB97M-V/def2-TZVPD).

Calculated values
spin multiplicity: 1
strongest force on any atom: 2.4 eV/A
total energy: -424.53973 a.u.
SMILES: C=CC(=C)C.O.O.O

Atoms and positions in Å:
C -0.276 -0.258 1.475
C 0.042 -0.224 0.181
C 0.453 0.955 -0.626
C 1.318 1.802 -0.076
C 0.146 0.745 -2.102
H -0.409 0.729 1.921
H -0.467 -1.093 2.131
H -0.310 -1.079 -0.437
H 1.714 2.693 -0.514
H 1.487 1.677 0.991
H -0.324 -0.227 -2.229
H 1.047 0.895 -2.689
H -0.636 1.506 -2.359
O -3.023 1.091 -1.325
H -2.120 0.823 -1.132
H -3.574 0.330 -1.129
O 3.533 -0.341 0.991
H 3.410 -1.189 0.570
H 2.742 0.132 1.128
O -1.780 -2.944 1.387
H -1.316 -2.679 0.583
H -1.212 -3.716 1.537

=====

Record 7
Entry from OMol25: a 4-piece molecular cluster, C5H14O3 overall at a distorted geometry (ωB97M-V/def2-TZVPD).

Calculated values
spin multiplicity: 1
strongest force on any atom: 3.4 eV/A
total energy: -424.41786 a.u.

Atoms and positions in Å:
C -0.297 1.420 -1.243
C 0.894 0.500 -1.444
C 2.511 -0.749 1.778
O -1.187 -0.011 1.760
C 1.738 -0.409 0.731
C 1.953 0.345 -0.486
H -1.061 1.367 -2.022
H -0.008 2.469 -1.397
H -0.782 1.227 -0.286
H 1.440 0.735 -2.378
H 0.449 -0.487 -1.737
H 3.581 -0.688 1.611
H 2.101 -1.082 2.712
H -0.990 0.534 2.521
H 0.701 -0.727 0.672
H 3.001 0.537 -0.710
H -2.093 -0.980 -0.375
H -4.035 -0.007 -0.185
O -3.131 -0.099 0.139
H -1.209 -2.246 -0.237
H -2.137 -0.043 1.490
O -1.439 -1.605 -0.916

=====

Record 8
Entry from OMol25: a 4-piece molecular cluster, C5H14O3 overall at a distorted geometry (ωB97M-V/def2-TZVPD).

Calculated values
spin multiplicity: 1
strongest force on any atom: 4.9 eV/A
total energy: -424.50449 a.u.
SMILES: C=C/C=C/C.O.O.O

Atoms and positions in Å:
C 1.261 2.006 1.810
C 1.001 0.807 1.267
C 1.947 0.135 0.314
C 1.249 -0.549 -0.668
C 1.992 -1.154 -1.727
H 0.604 2.892 2.005
H 2.350 2.200 2.129
H 0.032 0.590 0.963
H 3.004 0.322 0.510
H 0.188 -0.604 -0.563
H 1.322 -1.730 -2.451
H 2.820 -1.899 -1.386
H 2.479 -0.447 -2.299
O -2.288 -4.462 3.731
H -1.858 -5.230 3.474
H -2.685 -4.003 2.991
O -2.744 0.968 -0.785
H -2.626 1.937 -0.581
H -2.885 0.529 0.090
O -1.305 2.667 -2.889
H -2.038 2.230 -2.311
H -1.820 2.794 -3.625

=====

Record 9
Entry from OMol25: a 4-piece molecular cluster, C5H14O3 overall at a distorted geometry (ωB97M-V/def2-TZVPD).

Calculated values
spin multiplicity: 1
strongest force on any atom: 3.1 eV/A
total energy: -424.52432 a.u.
SMILES: C=CCC=C.O.O.O

Atoms and positions in Å:
C 2.348 -1.541 0.379
C 1.077 -1.241 -0.040
C 0.729 -0.300 -1.217
C -0.269 0.796 -0.873
C -0.175 1.909 -0.138
H 2.209 -2.121 1.346
H 3.354 -1.154 0.084
H 0.216 -1.677 0.453
H 1.559 0.156 -1.637
H 0.183 -0.952 -1.924
H -1.257 0.522 -1.385
H -1.005 2.614 -0.004
H 0.666 2.308 0.412
O 1.845 3.718 0.191
H 2.507 4.027 0.809
H 2.260 3.360 -0.559
O -3.396 -3.261 0.058
H -3.543 -2.279 0.039
H -3.116 -3.443 -0.838
O -2.409 -0.715 1.539
H -1.748 -0.256 0.962
H -2.035 -0.471 2.342

=====

Record 10
Entry from OMol25: one molecule with the formula C5H14OP2 at a distorted geometry (ωB97M-V/def2-TZVPD).

Calculated values
spin multiplicity: 1
strongest force on any atom: 4.0 eV/A
total energy: -956.77878 a.u.
SMILES: C=P(C)(C)OP(C)C

Atoms and positions in Å:
C 1.366 -1.557 1.327
P 1.267 -0.100 0.413
C 1.986 1.651 0.698
C 1.963 -0.393 -1.276
O -0.279 0.227 0.033
P -1.737 -0.078 0.822
C -2.803 1.283 0.105
C -2.082 -1.356 -0.430
H 2.300 -1.941 1.308
H 1.212 -1.504 2.329
H 1.852 1.863 1.789
H 1.607 2.263 -0.125
H 3.128 1.389 0.563
H 2.859 0.132 -1.482
H 1.307 -0.106 -2.080
H 1.927 -1.388 -1.528
H -2.259 1.788 -0.631
H -3.780 0.757 -0.287
H -3.158 2.049 0.836
H -1.285 -2.074 -0.602
H -3.035 -1.943 -0.352
H -2.357 -0.960 -1.429

=====

Record 11
Entry from OMol25: an isolated ion of composition C5H14P and charge +1 at a distorted geometry (ωB97M-V/def2-TZVPD).

Calculated values
charge: +1
spin multiplicity: 1
strongest force on any atom: 3.1 eV/A
total energy: -540.02007 a.u.

Atoms and positions in Å:
C 2.493 0.118 -0.003
C -0.597 0.528 -1.685
C -1.840 -1.330 0.255
C -0.940 1.317 1.109
C 1.448 -0.857 0.437
P -0.553 -0.079 0.020
H 2.438 0.326 -1.070
H 2.440 1.051 0.558
H 3.470 -0.334 0.194
H 0.142 1.321 -1.804
H -1.588 0.930 -1.901
H -0.375 -0.277 -2.383
H -2.779 -0.906 -0.110
H -1.930 -1.571 1.312
H -1.611 -2.234 -0.307
H -0.969 0.991 2.147
H -1.919 1.714 0.833
H -0.194 2.100 0.994
H 1.417 -1.012 1.513
H 1.446 -1.797 -0.109

=====

Record 12
Entry from OMol25: a 2-piece molecular cluster, C5H14S overall at a distorted geometry (ωB97M-V/def2-TZVPD).

Calculated values
spin multiplicity: 1
strongest force on any atom: 1.9 eV/A
total energy: -597.05416 a.u.
SMILES: CCSC.CC

Atoms and positions in Å:
C -1.524 -0.987 0.258
C -0.486 -1.797 -0.548
S -0.012 -3.354 0.193
C 0.773 -2.858 1.789
H -2.297 -0.480 -0.322
H -0.966 -0.294 0.882
H -2.095 -1.712 0.842
H -0.882 -2.037 -1.531
H 0.403 -1.163 -0.613
H 1.588 -3.563 1.895
H 1.135 -1.855 1.582
H 0.087 -2.892 2.622
C 0.294 3.574 -1.059
C 0.769 2.123 -0.817
H 0.226 3.968 -2.064
H -0.693 3.654 -0.589
H 0.894 4.250 -0.448
H 1.698 2.033 -1.382
H 0.022 1.345 -0.916
H 1.066 2.043 0.229

=====

Record 13
Entry from OMol25: C5H15AsBiN2O2Te4 as an isolated structure at a distorted geometry (ωB97M-V/def2-TZVPD).

Calculated values
charge: +1
spin multiplicity: 1
strongest force on any atom: 4.5 eV/A
total energy: -3981.70838 a.u.

Atoms and positions in Å:
Bi 1.662 1.295 0.037
Te 5.398 2.347 1.934
Te 4.987 1.088 -0.569
Te 4.121 3.684 -0.345
Te 1.394 3.151 -2.030
C -2.622 0.481 1.724
As -2.072 1.293 0.049
C -2.244 3.188 0.352
C -3.529 0.826 -1.122
O -0.494 0.691 -0.377
H -2.771 1.217 2.573
H -1.719 -0.065 1.925
H -3.435 -0.217 1.731
H -1.697 3.674 -0.489
H -1.912 3.330 1.369
H -3.293 3.510 0.280
H -4.097 0.115 -0.624
H -3.191 0.374 -2.050
H -4.058 1.800 -1.263
C 3.241 -3.652 -0.536
N 1.835 -3.313 -0.633
C 1.327 -2.149 -0.178
N 0.012 -2.055 -0.021
O 2.086 -1.201 0.326
H 3.792 -2.828 -0.237
H 3.705 -4.046 -1.497
H 3.500 -4.538 0.160
H 1.133 -4.027 -0.293
H -0.587 -2.853 -0.063
H -0.472 -1.121 -0.132

=====

Record 14
Entry from OMol25: C5H15B2NO2Pd as an isolated structure at a distorted geometry (ωB97M-V/def2-TZVPD).

Calculated values
charge: +2
spin multiplicity: 1
strongest force on any atom: 1.7 eV/A
total energy: -581.48335 a.u.

Atoms and positions in Å:
C 1.384 -1.183 0.839
N 1.907 0.049 0.229
C 2.114 0.035 -1.145
B 1.276 1.319 0.746
O 1.864 2.417 1.143
B -0.477 1.386 0.822
C -1.374 1.270 -0.384
C -2.553 0.318 -0.047
C -2.349 -1.144 -0.442
O -2.659 -2.038 0.602
H 0.538 -1.560 0.272
H 2.156 -1.941 0.896
H 1.095 -0.991 1.865
H 3.136 -0.490 -1.463
H 1.335 -0.496 -1.690
H 2.278 1.028 -1.546
H 2.411 2.931 0.530
H -0.862 1.621 1.928
H -1.772 2.280 -0.523
H -0.914 0.993 -1.330
H -3.412 0.711 -0.581
H -2.818 0.345 1.002
H -3.020 -1.401 -1.250
H -1.320 -1.288 -0.781
H -1.894 -2.255 1.124
Pd 3.931 -1.915 -0.818

=====

Record 15
Entry from OMol25: one molecule with the formula C5H15FNPSi (ωB97M-V/def2-TZVPD).

Calculated values
spin multiplicity: 1
strongest force on any atom: 0.8 eV/A
total energy: -984.98665 a.u.
SMILES: CCP(C)[Si@H](N)CCF

Atoms and positions in Å:
C -0.857 -1.339 -2.174
C -1.570 -1.607 -0.853
P -0.600 -1.357 0.719
C -1.556 -0.018 1.587
Si 1.333 -0.359 0.222
N 2.524 -1.139 1.257
C 1.332 1.501 0.554
C 0.409 2.304 -0.355
F -0.509 3.029 0.398
H -0.525 -0.307 -2.250
H -1.539 -1.523 -3.004
H 0.000 -1.992 -2.312
H -1.898 -2.645 -0.841
H -2.466 -0.992 -0.803
H -1.175 0.982 1.411
H -2.589 -0.059 1.253
H -1.537 -0.225 2.652
H 1.741 -0.541 -1.189
H 2.060 -1.483 2.090
H 3.214 -0.467 1.576
H 2.358 1.858 0.446
H 1.063 1.694 1.592
H -0.174 1.665 -1.018
H 0.961 3.021 -0.957

=====

Record 16
Entry from OMol25: a 2-piece molecular cluster, C5H15N overall at a distorted geometry (ωB97M-V/def2-TZVPD).

Calculated values
spin multiplicity: 1
strongest force on any atom: 2.3 eV/A
total energy: -254.20494 a.u.
SMILES: CCC.CNC

Atoms and positions in Å:
C 3.218 -2.289 0.953
C 2.953 -0.822 0.632
C 1.427 -0.684 0.424
H 2.733 -3.047 0.342
H 3.061 -2.461 2.024
H 4.301 -2.490 0.925
H 3.360 -0.633 -0.366
H 3.314 -0.226 1.466
H 1.118 -1.143 -0.513
H 0.957 -1.105 1.327
H 1.022 0.317 0.535
C -1.927 0.270 -1.010
N -2.929 1.314 -1.099
C -2.726 2.350 -0.047
H -1.826 -0.228 -0.027
H -2.098 -0.557 -1.697
H -0.971 0.762 -1.211
H -3.872 0.959 -1.169
H -3.447 2.307 0.760
H -2.791 3.276 -0.615
H -1.725 2.184 0.348

=====

Record 17
Entry from OMol25: a 2-piece molecular cluster, C5H15N2 overall at a distorted geometry (ωB97M-V/def2-TZVPD).

Calculated values
⟨S²⟩: 0.751
spin multiplicity: 2
strongest force on any atom: 3.4 eV/A
total energy: -308.84317 a.u.

Atoms and positions in Å:
C 0.842 -2.492 1.897
C 0.724 -0.941 2.034
N -0.329 -0.444 1.070
C -0.495 1.063 1.019
H 1.230 -2.807 0.897
H 1.541 -2.845 2.648
H -0.109 -3.000 2.061
H 0.362 -0.585 3.011
H 1.648 -0.414 1.789
H -1.264 -0.946 1.248
H -0.012 -0.727 0.160
H -0.800 1.350 2.060
H -1.217 1.354 0.320
H 0.490 1.579 0.817
C 0.074 2.341 -2.672
C -0.058 1.069 -2.216
N -0.728 0.014 -2.950
H -0.375 2.679 -3.591
H 0.696 3.060 -2.103
H 0.423 0.746 -1.310
H -1.163 0.338 -3.804
H -1.481 -0.395 -2.385

=====

Record 18
Entry from OMol25: a 2-piece molecular cluster, C5H15N2 overall at a distorted geometry (ωB97M-V/def2-TZVPD).

Calculated values
⟨S²⟩: 0.753
spin multiplicity: 2
strongest force on any atom: 2.4 eV/A
total energy: -308.87017 a.u.

Atoms and positions in Å:
C -1.176 -1.425 1.591
N 0.169 -0.803 1.565
C 0.199 0.448 2.356
H -1.209 -2.260 0.886
H -1.472 -1.771 2.585
H -1.887 -0.701 1.180
H 0.442 -0.549 0.534
H 0.819 -1.462 1.984
H -0.649 1.079 2.090
H 1.138 0.960 2.147
H 0.152 0.225 3.422
C -0.835 1.147 -2.214
C 0.403 1.219 -1.287
C 1.535 -0.757 -1.874
N 0.904 -0.097 -0.899
H -1.153 2.137 -2.545
H -0.590 0.568 -3.113
H -1.616 0.631 -1.661
H 0.047 1.723 -0.375
H 1.199 1.829 -1.732
H 1.711 -0.354 -2.877
H 1.871 -1.788 -1.762

=====

Record 19
Entry from OMol25: a 2-piece molecular cluster, C5H15N2 overall at a distorted geometry (ωB97M-V/def2-TZVPD).

Calculated values
charge: +1
spin multiplicity: 1
strongest force on any atom: 3.0 eV/A
total energy: -308.51116 a.u.

Atoms and positions in Å:
C -1.801 -0.310 -0.847
C -1.731 0.523 0.457
C -1.025 -0.210 1.566
C 0.419 -0.588 1.259
C 2.441 -0.364 -0.075
N 1.253 0.287 0.435
N 0.458 1.135 -1.752
H -2.448 0.064 -1.647
H -0.920 -0.080 -1.381
H -2.049 -1.370 -0.718
H -2.697 0.782 0.878
H -1.030 0.377 2.526
H -1.586 -1.241 1.833
H 0.351 -1.549 0.712
H 0.907 -0.824 2.268
H 2.385 -1.390 -0.439
H 3.107 -0.401 0.831
H 2.822 0.185 -0.965
H 0.863 0.696 -0.479
H 0.681 2.166 -1.998
H -1.182 1.413 0.158
H 0.784 0.698 -2.624

=====

Record 20
Entry from OMol25: an isolated ion of composition C5H15N2 and charge +1 at a distorted geometry (ωB97M-V/def2-TZVPD).

Calculated values
charge: +1
spin multiplicity: 1
strongest force on any atom: 4.6 eV/A
total energy: -308.71268 a.u.
SMILES: CC[N@@H+](C)CCN

Atoms and positions in Å:
C 1.787 1.631 1.155
C 1.132 0.286 1.284
N 0.359 -0.113 0.033
C 1.261 -0.798 -1.005
C -0.852 -1.041 0.353
C -2.040 -0.684 -0.474
N -1.685 0.531 -1.204
H 1.055 2.445 0.972
H 2.615 1.793 0.402
H 2.394 1.906 2.074
H 0.363 0.560 2.083
H 1.633 -0.611 1.554
H 0.209 0.810 -0.388
H 1.110 -0.449 -2.028
H 2.330 -0.724 -0.657
H 0.924 -1.854 -1.033
H -1.261 -0.781 1.472
H -0.571 -2.124 0.277
H -2.198 -1.399 -1.357
H -2.948 -0.752 0.107
H -2.255 1.330 -0.927
H -1.842 0.560 -2.237